{
  "formula": "C63H65IO4S2",
  "method": "ωB97M-V/def2-TZVPD",
  "e_lumo_ev": -0.559,
  "smiles": "C[C@]1(I)OS(=O)(=O)O[C@@H]1S.c1ccccc1.c1ccccc1.c1ccccc1.c1ccccc1.c1ccccc1.c1ccccc1.c1ccccc1.c1ccccc1.c1ccccc1.c1ccccc1",
  "gap_ha": 0.3163,
  "symbols": ["C", "C", "I", "O", "S", "O", "O", "O", "C", "S", "H", "H", "H", "H", "H", "C", "C", "C", "C", "C", "C", "H", "H", "H", "H", "H", "H", "C", "C", "C", "C", "C", "C", "H", "H", "H", "H", "H", "H", "C", "C", "C", "C", "C", "C", "H", "H", "H", "H", "H", "H", "C", "C", "C", "C", "C", "C", "H", "H", "H", "H", "H", "H", "C", "C", "C", "C", "C", "C", "H", "H", "H", "H", "H", "H", "C", "C", "C", "C", "C", "C", "H", "H", "H", "H", "H", "H", "C", "C", "C", "C", "C", "C", "H", "H", "H", "H", "H", "H", "C", "C", "C", "C", "C", "C", "H", "H", "H", "H", "H", "H", "C", "C", "C", "C", "C", "C", "H", "H", "H", "H", "H", "H", "C", "C", "C", "C", "C", "C", "H", "H", "H", "H", "H", "H"],
  "coordinates": [[0.415, -3.814, 0.244], [-0.967, -4.171, 0.871], [-0.480, -4.310, 3.042], [-1.470, -5.486, 0.615], [-3.118, -5.397, 0.750], [-3.703, -6.286, 1.752], [-3.598, -5.511, -0.639], [-3.228, -3.879, 1.421], [-2.111, -3.103, 0.891], [-2.723, -2.448, -0.717], [0.810, -4.749, -0.194], [0.367, -2.991, -0.487], [1.134, -3.512, 1.017], [-1.774, -2.364, 1.633], [-4.084, -2.375, -0.513], [-4.630, -4.647, -3.763], [-4.906, -4.365, -5.096], [-5.187, -5.399, -5.981], [-5.189, -6.715, -5.534], [-4.904, -6.996, -4.203], [-4.626, -5.962, -3.316], [-4.416, -3.840, -3.071], [-4.902, -3.340, -5.446], [-5.405, -5.180, -7.019], [-5.411, -7.521, -6.223], [-4.900, -8.022, -3.855], [-4.408, -6.179, -2.281], [0.560, 0.624, -1.062], [1.679, 1.447, -1.065], [2.393, 1.655, 0.109], [1.986, 1.042, 1.288], [0.862, 0.226, 1.294], [0.150, 0.016, 0.118], [0.007, 0.457, -1.979], [1.997, 1.927, -1.983], [3.267, 2.294, 0.105], [2.544, 1.202, 2.203], [0.540, -0.248, 2.214], [-0.726, -0.621, 0.119], [5.060, 6.911, 2.511], [5.020, 6.231, 1.300], [4.153, 5.158, 1.134], [3.330, 4.762, 2.180], [3.375, 5.436, 3.394], [4.239, 6.512, 3.559], [5.731, 7.751, 2.638], [5.663, 6.538, 0.484], [4.118, 4.630, 0.189], [2.652, 3.928, 2.047], [2.736, 5.124, 4.211], [4.274, 7.039, 4.504], [4.501, 6.316, -3.737], [4.456, 5.633, -4.947], [3.590, 4.558, -5.107], [2.771, 4.163, -4.056], [2.823, 4.840, -2.843], [3.686, 5.917, -2.685], [5.171, 7.158, -3.615], [5.095, 5.940, -5.765], [3.553, 4.029, -6.051], [2.094, 3.327, -4.182], [2.188, 4.529, -2.021], [3.723, 6.446, -1.740], [2.912, 6.053, 8.601], [2.873, 5.374, 7.390], [2.006, 4.301, 7.222], [1.181, 3.904, 8.268], [1.226, 4.579, 9.481], [2.090, 5.654, 9.648], [3.583, 6.894, 8.729], [3.518, 5.681, 6.576], [1.974, 3.772, 6.277], [0.504, 3.070, 8.137], [0.587, 4.267, 10.298], [2.124, 6.181, 10.593], [-4.425, -4.114, 6.275], [-4.492, -4.760, 5.047], [-5.362, -5.828, 4.869], [-6.164, -6.253, 5.922], [-6.091, -5.612, 7.153], [-5.223, -4.541, 7.330], [-3.751, -3.277, 6.411], [-3.865, -4.432, 4.227], [-5.415, -6.329, 3.911], [-6.844, -7.084, 5.784], [-6.712, -5.946, 7.975], [-5.168, -4.041, 8.288], [3.887, -6.313, 2.690], [2.665, -6.534, 2.068], [2.482, -7.659, 1.273], [3.524, -8.562, 1.098], [4.748, -8.336, 1.714], [4.930, -7.213, 2.511], [4.027, -5.439, 3.315], [1.853, -5.829, 2.202], [1.528, -7.833, 0.791], [3.381, -9.440, 0.481], [5.562, -9.037, 1.573], [5.884, -7.039, 2.993], [-7.210, -2.263, -0.229], [-7.080, -3.205, -1.242], [-7.778, -3.049, -2.433], [-8.611, -1.951, -2.609], [-8.749, -1.013, -1.593], [-8.048, -1.167, -0.403], [-6.660, -2.382, 0.698], [-6.431, -4.064, -1.104], [-7.672, -3.782, -3.223], [-9.153, -1.827, -3.538], [-9.403, -0.160, -1.728], [-8.154, -0.435, 0.387], [9.750, 7.401, -6.383], [9.705, 6.718, -7.592], [8.839, 5.643, -7.752], [8.021, 5.248, -6.701], [8.073, 5.925, -5.489], [8.936, 7.002, -5.330], [10.421, 8.242, -6.260], [10.344, 7.025, -8.411], [8.802, 5.114, -8.696], [7.344, 4.412, -6.826], [7.439, 5.613, -4.667], [8.974, 7.531, -4.385], [-2.967, 1.307, -2.364], [-4.229, 1.040, -2.881], [-4.850, 1.965, -3.710], [-4.210, 3.160, -4.020], [-2.952, 3.430, -3.496], [-2.330, 2.503, -2.669], [-2.481, 0.582, -1.722], [-4.730, 0.110, -2.637], [-5.832, 1.756, -4.116], [-4.693, 3.880, -4.669], [-2.456, 4.364, -3.732], [-1.348, 2.713, -2.261]]
}

=====

{
  "formula": "C5H6O2",
  "method": "ωB97M-V/def2-TZVPD",
  "e_lumo_ev": [-1.034, -0.348],
  "gap_ha": [0.2754, 0.3146],
  "symbols": ["C", "C", "C", "C", "C", "O", "O", "H", "H", "H", "H", "H", "H"],
  "coordinates": [[0.663, 1.368, -2.521], [1.415, 0.662, -1.824], [-0.164, -1.232, 1.041], [-1.038, -1.400, 2.120], [0.005, -0.127, 0.278], [-1.140, -2.412, 2.806], [-0.541, 1.019, 0.550], [1.217, 1.918, -3.415], [-0.362, 1.651, -2.246], [2.201, -0.003, -1.443], [0.458, -2.142, 0.695], [-1.545, -0.402, 2.569], [-1.168, 1.101, 1.391]]
}

=====

{
  "formula": "C19H35AuCl3N2O6SSi",
  "method": "ωB97M-V/def2-TZVPD",
  "e_lumo_ev": [-5.088, -5.087],
  "gap_ha": [0.2479, 0.2480],
  "total_charge": 1,
  "symbols": ["Au", "Cl", "C", "Cl", "Cl", "C", "O", "O", "C", "C", "C", "C", "O", "Si", "S", "O", "C", "C", "C", "C", "O", "C", "C", "C", "C", "H", "H", "H", "H", "H", "H", "H", "H", "H", "H", "H", "H", "H", "H", "H", "H", "H", "H", "H", "H", "H", "H", "H", "H", "H", "H", "H", "N", "C", "C", "C", "C", "C", "N", "H", "H", "H", "H", "H", "H", "O", "H", "H"],
  "coordinates": [[-2.099, -0.242, 0.540], [-4.795, -2.893, -2.601], [-3.514, -3.381, -1.509], [-4.151, -4.457, -0.249], [-2.205, -4.165, -2.388], [-2.954, -2.162, -0.773], [-3.697, -1.188, -0.466], [-1.750, -2.154, -0.412], [1.743, -3.405, -0.527], [2.266, -2.833, 0.775], [3.713, -3.213, 0.995], [1.412, -3.253, 1.956], [2.286, -1.365, 0.702], [1.396, -0.138, 0.140], [-0.175, -0.086, 1.694], [2.240, 1.205, 0.104], [2.882, 2.122, 1.023], [3.350, 1.346, 2.236], [1.873, 3.185, 1.392], [4.049, 2.714, 0.260], [0.688, -0.396, -1.286], [0.576, 0.178, -2.615], [0.791, 1.681, -2.592], [1.632, -0.501, -3.465], [-0.823, -0.178, -3.084], [1.821, -4.494, -0.489], [2.337, -3.048, -1.370], [0.705, -3.153, -0.704], [3.798, -4.293, 1.118], [4.102, -2.729, 1.890], [4.323, -2.914, 0.143], [1.399, -4.342, 2.033], [0.381, -2.929, 1.837], [1.814, -2.847, 2.885], [2.513, 0.931, 2.808], [3.904, 2.009, 2.904], [4.007, 0.528, 1.942], [0.994, 2.771, 1.884], [1.556, 3.725, 0.499], [2.333, 3.898, 2.079], [4.765, 1.942, -0.019], [4.564, 3.455, 0.874], [3.697, 3.205, -0.648], [1.806, 1.946, -2.304], [0.122, 2.181, -1.890], [0.601, 2.083, -3.588], [2.630, -0.272, -3.090], [1.576, -0.161, -4.501], [1.487, -1.581, -3.450], [-1.573, 0.210, -2.393], [-0.949, -1.260, -3.140], [-1.019, 0.243, -4.071], [-4.582, 0.953, 2.085], [-4.053, 1.841, 1.237], [-4.685, 3.079, 0.995], [-4.105, 3.987, 0.165], [-2.875, 3.701, -0.457], [-2.312, 2.494, -0.213], [-2.891, 1.565, 0.609], [-5.482, 1.157, 2.485], [-4.158, 0.062, 2.329], [-5.624, 3.290, 1.485], [-4.594, 4.936, -0.009], [-2.383, 4.399, -1.116], [-1.380, 2.195, -0.662], [-3.244, -1.454, 3.085], [-2.632, -1.328, 3.820], [-3.423, -2.401, 3.073]]
}

=====

{
  "formula": "CH6NO2",
  "method": "ωB97M-V/def2-TZVPD",
  "e_lumo_ev": -3.927,
  "gap_ha": 0.4589,
  "total_charge": 1,
  "symbols": ["C", "N", "O", "O", "H", "H", "H", "H", "H", "H"],
  "coordinates": [[0.593, 1.115, 0.208], [-0.528, -1.535, -0.357], [0.738, 2.406, 0.210], [-0.153, 0.501, 0.971], [0.992, 0.548, -0.570], [-0.689, -1.198, -1.335], [0.364, -1.957, -0.281], [-0.445, -0.687, 0.272], [0.627, 2.866, 1.088], [-1.500, -2.059, -0.205]]
}

=====

{
  "formula": "C7H13N3O",
  "method": "ωB97M-V/def2-TZVPD",
  "e_lumo_ev": 0.703,
  "smiles": "Cc1c[nH]cn1.CCC(N)=O",
  "gap_ha": 0.3536,
  "symbols": ["C", "C", "C", "N", "C", "N", "H", "H", "H", "H", "H", "H", "C", "C", "C", "N", "O", "H", "H", "H", "H", "H", "H", "H"],
  "coordinates": [[-3.353, -0.284, 1.225], [-2.557, -1.221, 0.390], [-2.924, -2.293, -0.368], [-1.747, -2.896, -0.764], [-0.727, -2.179, -0.227], [-1.192, -1.224, 0.527], [-3.234, -0.493, 2.288], [-4.413, -0.242, 0.977], [-2.997, 0.742, 1.098], [-3.840, -2.655, -0.797], [-1.797, -3.604, -1.473], [0.252, -2.622, -0.191], [3.050, 0.080, 0.330], [2.552, 1.469, 0.725], [2.237, 2.392, -0.437], [0.903, 2.733, -0.455], [3.089, 2.984, -1.048], [3.214, -0.527, 1.222], [4.010, 0.157, -0.177], [2.386, -0.512, -0.300], [1.856, 1.463, 1.558], [3.413, 1.938, 1.162], [0.623, 3.405, -1.162], [0.209, 1.997, -0.493]]
}

=====

{
  "formula": "C29H82N24O13",
  "method": "ωB97M-V/def2-TZVPD",
  "e_lumo_ev": -0.406,
  "gap_ha": 0.2681,
  "symbols": ["C", "C", "C", "C", "C", "C", "N", "O", "C", "C", "C", "H", "H", "H", "H", "H", "H", "H", "H", "H", "H", "H", "H", "H", "H", "H", "H", "H", "H", "H", "C", "C", "C", "C", "C", "C", "N", "O", "C", "C", "C", "H", "H", "H", "H", "H", "H", "H", "H", "H", "H", "H", "H", "H", "H", "H", "H", "H", "H", "H", "C", "O", "N", "N", "H", "H", "H", "H", "C", "O", "N", "N", "H", "H", "H", "H", "C", "O", "N", "N", "H", "H", "H", "H", "C", "O", "N", "N", "H", "H", "H", "H", "C", "O", "N", "N", "H", "H", "H", "H", "C", "O", "N", "N", "H", "H", "H", "H", "C", "O", "N", "N", "H", "H", "H", "H", "C", "O", "N", "N", "H", "H", "H", "H", "C", "O", "N", "N", "H", "H", "H", "H", "C", "O", "N", "N", "H", "H", "H", "H", "C", "O", "N", "N", "H", "H", "H", "H"],
  "coordinates": [[19.978, -12.554, -19.082], [19.934, -13.537, -20.287], [18.493, -13.430, -20.968], [18.347, -12.204, -21.990], [19.398, -12.318, -23.023], [20.837, -12.311, -22.424], [20.966, -13.300, -21.304], [22.297, -13.457, -20.919], [21.727, -12.801, -23.649], [21.263, -10.877, -21.994], [20.048, -14.970, -19.757], [21.006, -12.241, -18.895], [19.669, -13.111, -18.197], [19.380, -11.659, -19.252], [18.062, -14.307, -21.452], [17.811, -13.267, -20.133], [18.522, -11.237, -21.519], [17.295, -12.174, -22.273], [19.161, -11.484, -23.684], [19.191, -13.214, -23.608], [21.435, -13.850, -23.697], [21.621, -12.232, -24.572], [22.810, -12.795, -23.523], [22.299, -11.018, -21.684], [21.121, -10.045, -22.684], [20.769, -10.663, -21.046], [20.943, -15.177, -19.169], [19.932, -15.677, -20.578], [19.259, -15.186, -19.037], [22.586, -13.848, -21.747], [20.869, -16.084, -26.183], [19.939, -15.417, -27.269], [20.480, -15.889, -28.645], [19.573, -15.569, -29.827], [18.120, -16.102, -29.535], [17.530, -15.838, -28.114], [18.570, -15.966, -27.011], [18.082, -15.720, -25.736], [16.898, -14.446, -28.175], [16.421, -16.845, -27.793], [19.961, -13.873, -26.981], [20.351, -16.113, -25.224], [21.823, -15.583, -26.021], [21.085, -17.122, -26.435], [21.497, -15.497, -28.662], [20.687, -16.954, -28.740], [20.008, -16.049, -30.703], [19.625, -14.503, -30.048], [18.096, -17.132, -29.892], [17.645, -15.489, -30.301], [17.471, -13.556, -28.435], [16.083, -14.535, -28.894], [16.541, -14.161, -27.185], [16.804, -17.865, -27.839], [15.822, -16.798, -26.883], [15.688, -16.965, -28.591], [20.941, -13.605, -26.588], [19.247, -13.451, -26.274], [19.681, -13.341, -27.891], [17.793, -14.832, -25.956], [11.361, -16.603, -27.421], [11.298, -16.640, -28.604], [12.434, -16.857, -26.769], [10.342, -16.488, -26.647], [12.377, -16.786, -25.763], [13.318, -16.911, -27.255], [10.397, -16.441, -25.640], [9.525, -16.096, -27.095], [19.896, -19.133, -23.786], [20.983, -18.676, -23.913], [19.464, -20.006, -22.912], [18.862, -18.602, -24.458], [20.076, -20.330, -22.176], [18.527, -20.382, -22.951], [17.882, -18.823, -24.356], [19.304, -17.870, -24.996], [16.687, -11.008, -27.135], [17.004, -10.946, -25.950], [17.537, -11.124, -28.059], [15.515, -11.079, -27.610], [18.498, -10.823, -27.982], [17.299, -11.591, -28.923], [14.749, -10.970, -26.961], [15.288, -10.967, -28.587], [15.394, -16.617, -23.246], [15.454, -15.498, -23.720], [16.398, -17.442, -23.379], [14.340, -17.245, -22.823], [17.278, -17.212, -23.819], [16.298, -18.312, -22.876], [14.280, -18.248, -22.723], [13.509, -16.747, -23.110], [13.781, -16.523, -31.392], [13.176, -17.504, -31.764], [14.876, -16.136, -31.997], [13.496, -15.741, -30.432], [15.392, -16.761, -32.600], [15.274, -15.282, -31.632], [12.682, -15.980, -29.883], [13.698, -14.766, -30.605], [15.488, -21.645, -30.302], [16.579, -21.773, -30.766], [15.231, -20.862, -29.346], [14.469, -22.257, -30.741], [14.458, -20.948, -28.701], [16.067, -20.446, -28.961], [14.558, -23.038, -31.375], [13.562, -21.990, -30.386], [19.558, -20.180, -29.127], [19.892, -20.060, -30.264], [20.014, -19.561, -28.180], [18.597, -20.901, -28.719], [19.479, -19.316, -27.359], [20.784, -18.942, -28.393], [18.397, -21.081, -27.745], [18.121, -21.426, -29.439], [22.517, -21.347, -25.802], [21.373, -21.599, -25.654], [23.504, -22.197, -25.779], [23.059, -20.207, -26.034], [24.386, -21.868, -26.145], [23.215, -23.109, -25.453], [24.066, -20.252, -25.974], [22.485, -19.416, -25.781], [24.511, -17.006, -27.825], [24.383, -16.183, -28.709], [25.037, -16.899, -26.633], [24.176, -18.215, -28.086], [25.256, -17.815, -26.269], [25.027, -15.985, -26.202], [24.139, -18.904, -27.349], [23.648, -18.258, -28.946], [17.780, -18.259, -32.333], [16.909, -17.787, -33.016], [19.061, -18.184, -32.392], [17.510, -19.186, -31.501], [19.266, -17.461, -33.067], [19.401, -18.380, -31.462], [16.575, -19.396, -31.184], [18.136, -19.629, -30.844], [24.349, -15.273, -23.935], [24.377, -14.565, -24.904], [25.295, -15.201, -22.984], [23.349, -16.062, -23.626], [26.105, -14.649, -23.226], [25.221, -15.859, -22.221], [23.377, -16.461, -22.699], [22.501, -16.050, -24.176]]
}